1.
Formula: C33H45HgN3P
Source: OMol25
Level of theory: ωB97M-V/def2-TZVPD

Output
**Gap between HOMO and LUMO (spin up / spin down)**: 7.31 / 6.07 eV
**Electronic energy**: -52884.4431 eV
**<S²>**: 0.75
**2S+1**: 2
**M**: 715.308 g/mol

Each line ends with the Löwdin charge.
Cartesian coordinates (Å):
Hg  0.349740  -0.575767  1.856170  0.8241
C  -3.763344  -0.220794  3.304481  -0.0634
C  -3.709358  1.090404  2.519952  -0.3790
C  -5.102605  1.503549  2.040833  -0.0592
C  -2.743369  1.000316  1.360931  -0.2102
C  -1.707770  1.908863  1.233300  -0.0144
C  -0.762715  1.845435  0.205333  -0.1698
C  0.153112  3.062445  0.126859  -0.3579
C  -0.418904  4.089537  -0.856114  -0.0409
C  1.627877  2.809744  -0.132416  -0.0625
C  -0.843212  0.781760  -0.716134  -0.1380
C  -1.990049  -0.049065  -0.695879  -0.1566
C  -2.891532  0.053181  0.356061  0.0019
C  -2.377133  -0.924478  -1.880150  -0.3730
C  -3.245046  -0.103997  -2.844837  -0.0427
C  -3.149437  -2.192332  -1.499286  -0.0791
C  0.172426  0.566228  -1.809540  -0.1816
C  -0.054187  1.253670  -3.002362  -0.0438
C  0.735912  1.082509  -4.125624  -0.0480
C  1.783736  0.179009  -4.087546  -0.0611
C  2.037171  -0.508613  -2.913533  -0.0931
C  1.272774  -0.324143  -1.756296  -0.2737
P  1.799198  -1.255351  -0.257088  1.0731
C  3.647311  -1.023888  0.037149  -0.6724
C  4.599499  -1.241406  -1.145343  -0.0878
C  3.879243  0.402899  0.537672  -0.1103
C  4.027269  -1.986596  1.171522  -0.0993
C  1.422789  -3.074024  -0.577131  -0.6833
C  2.416429  -3.812992  -1.473907  -0.0794
C  0.049095  -3.095263  -1.239479  -0.1068
C  1.295722  -3.824401  0.756986  -0.1150
H  -4.384376  -0.107209  4.194306  0.0813
H  -2.766397  -0.530032  3.623299  0.0663
H  -4.190518  -1.026144  2.701776  0.0761
H  -3.337647  1.872253  3.188782  0.1332
H  -5.518584  0.756239  1.360771  0.0758
H  -5.069352  2.459046  1.515994  0.0834
H  -5.783629  1.603513  2.887463  0.0798
H  -1.640413  2.720711  1.948368  0.0949
H  0.092248  3.518918  1.118477  0.1135
H  -0.302069  3.759154  -1.889408  0.0630
H  0.112641  5.036823  -0.750190  0.0846
H  -1.477536  4.271746  -0.667647  0.0871
H  1.823883  2.443234  -1.140910  0.0732
H  2.008471  2.098551  0.593961  0.0264
H  2.184224  3.740694  -0.004523  0.0942
H  -3.748846  -0.608404  0.379185  0.1139
H  -1.473966  -1.211043  -2.418131  0.1055
H  -4.146725  0.240942  -2.334424  0.0886
H  -3.548440  -0.716518  -3.696521  0.0848
H  -2.720821  0.770429  -3.226080  0.0628
H  -4.188138  -1.959155  -1.258301  0.0778
H  -2.721350  -2.708507  -0.640619  0.0720
H  -3.165128  -2.884940  -2.342414  0.0864
H  -0.887559  1.941692  -3.040460  0.1103
H  0.521771  1.641770  -5.027151  0.1119
H  2.402313  0.008212  -4.958662  0.1088
H  2.855188  -1.212078  -2.902239  0.0745
H  4.526504  -0.431131  -1.868992  0.0773
H  4.463863  -2.189987  -1.658677  0.0605
H  5.618755  -1.226341  -0.750308  0.0936
H  3.656682  1.134166  -0.237822  0.0677
H  4.937380  0.503052  0.793074  0.0961
H  3.296115  0.633736  1.429205  0.0368
H  4.079066  -3.021732  0.837941  0.0653
H  3.339554  -1.920717  2.017800  0.0750
H  5.018904  -1.707964  1.534086  0.0935
H  2.546583  -3.325416  -2.440459  0.0732
H  2.018612  -4.812943  -1.666827  0.0930
H  3.390236  -3.938121  -1.003612  0.0683
H  0.084173  -2.707154  -2.257155  0.0854
H  -0.663490  -2.506140  -0.663246  0.0500
H  -0.316226  -4.124355  -1.276435  0.1016
H  2.230255  -3.886215  1.308609  0.0613
H  0.970116  -4.845402  0.542890  0.0907
H  0.543446  -3.368480  1.403258  0.0324
N  1.490642  1.194714  3.027737  0.0313
C  0.865628  1.853525  3.763556  -0.2467
C  0.127879  2.639397  4.625579  -0.2834
C  -0.558151  3.758804  4.098081  -0.2610
N  -1.099537  4.662974  3.625233  0.1341
C  0.035271  2.293311  5.997114  -0.2460
N  -0.042144  2.002087  7.110077  0.1235

Forces on atoms 1 to 6 (eV/Å):
0.0092 -0.0133 -0.0469
0.0016 0.0006 0.0214
-0.0262 0.0066 0.0046
0.0046 0.0051 0.0151
-0.0021 -0.0115 0.0030
-0.0367 -0.0307 0.0344

2.
Formula: C4H6N4
Source: OMol25
Level of theory: ωB97M-V/def2-TZVPD

Output
**SMILES**: C/C=N/n1ccnn1
**Gap between HOMO and LUMO**: 9.81 eV
**Electronic energy**: -10202.7289 eV
**M**: 110.120 g/mol

Each line ends with the natural charge from an NBO analysis.
Cartesian coordinates (Å):
C  -2.694828  -0.199072  0.239167  -0.6690
C  -1.327173  -0.220360  -0.313516  0.1257
N  -0.474394  0.711290  -0.065697  -0.2538
N  0.767628  0.222098  -0.192093  -0.0684
C  1.904723  1.017961  -0.053259  -0.0759
C  2.844322  0.108835  0.164912  -0.1418
N  2.323765  -1.171300  0.083701  -0.2132
N  1.087980  -1.092548  -0.151998  -0.0695
H  -3.323505  -0.111748  -0.683817  0.2279
H  -2.903561  0.667769  0.867443  0.2310
H  -2.962834  -1.122436  0.723427  0.2363
H  -1.035538  -1.228538  -0.691075  0.2005
H  1.862558  2.146869  -0.180422  0.2510
H  3.930860  0.271177  0.253232  0.2194

Forces on atoms 1 to 6 (eV/Å):
-1.0365 1.4287 -1.9856
0.0733 -0.7224 1.3053
-2.1581 -1.4309 -0.1509
2.8614 1.2082 -0.7722
-2.5248 1.2142 -0.3537
3.0049 -1.0721 -0.2445

3.
Formula: C3H4KO4
Source: OMol25
Level of theory: ωB97M-V/def2-TZVPD

Output
**Gap between HOMO and LUMO**: 3.88 eV
**Charge**: -1
**Electronic energy**: -27690.6367 eV
**M**: 143.159 g/mol

Each line ends with the Löwdin charge.
Cartesian coordinates (Å):
K  -1.081459  0.650196  -2.523021  0.9294
O  -1.099163  -0.634619  -0.304697  -0.2318
O  1.408778  -1.317359  0.704977  -0.2669
C  1.548609  -1.034745  2.047150  -0.4213
C  0.852365  0.296620  2.343823  -0.2315
O  -0.343636  0.312970  1.577308  -0.0850
C  -0.136060  0.044572  0.201653  -0.8257
H  1.059581  -1.806598  2.690583  0.0827
H  2.611211  -0.930157  2.369392  0.0800
H  1.488690  1.135981  2.019052  0.1015
H  0.576848  0.386564  3.406153  0.0994
O  0.423202  0.998757  -0.452119  -0.2307

Forces on atoms 1 to 6 (eV/Å):
0.4329 -0.2793 1.0197
0.5056 -0.2638 -0.2403
-0.0480 0.5451 0.6486
-0.1823 -0.3045 -1.0083
-0.2283 0.1762 -0.5909
0.4657 -0.5057 0.5784

4.
Formula: C5H3Cl4NO
Source: OMol25
Level of theory: ωB97M-V/def2-TZVPD

Output
**SMILES**: ClC(Cl)=C(Cl)Cl.C=CN=C=O
**Gap between HOMO and LUMO**: 9.74 eV
**Electronic energy**: -58858.8520 eV
**M**: 234.897 g/mol

Each line ends with the natural charge from an NBO analysis.
Cartesian coordinates (Å):
Cl  -2.259296  -0.919231  -0.761762  0.0861
C  -1.875743  0.551011  0.000901  -0.1775
Cl  -1.799903  0.401948  1.674435  0.0922
C  -1.558360  1.703521  -0.644493  -0.1392
Cl  -1.227925  3.109998  0.266974  0.0853
Cl  -1.471487  1.719993  -2.400085  0.0597
C  1.549246  -1.141156  1.557896  -0.4190
C  1.444948  -0.175768  0.650806  -0.0133
N  0.997511  -0.363286  -0.642835  -0.5717
C  0.667359  -1.099035  -1.528625  0.8793
O  0.379425  -1.673629  -2.512768  -0.5175
H  1.176571  -2.078719  1.224892  0.2114
H  1.932216  -0.795300  2.428521  0.2140
H  2.045436  0.759654  0.686140  0.2102

Forces on atoms 1 to 6 (eV/Å):
-0.2436 -0.1050 -0.4900
0.4508 1.1105 -0.9775
-0.1609 0.1895 1.0113
-0.4939 -1.5802 -0.1159
0.1231 0.1356 -0.5156
-0.0369 0.3239 1.2219

Which value of M does entry 3 give?
143.159 g/mol

What did the third record say?
Formula: C3H4KO4
Source: OMol25
Level of theory: ωB97M-V/def2-TZVPD

Output
**Gap between HOMO and LUMO**: 3.88 eV
**Charge**: -1
**Electronic energy**: -27690.6367 eV
**M**: 143.159 g/mol

Each line ends with the Löwdin charge.
Cartesian coordinates (Å):
K  -1.081459  0.650196  -2.523021  0.9294
O  -1.099163  -0.634619  -0.304697  -0.2318
O  1.408778  -1.317359  0.704977  -0.2669
C  1.548609  -1.034745  2.047150  -0.4213
C  0.852365  0.296620  2.343823  -0.2315
O  -0.343636  0.312970  1.577308  -0.0850
C  -0.136060  0.044572  0.201653  -0.8257
H  1.059581  -1.806598  2.690583  0.0827
H  2.611211  -0.930157  2.369392  0.0800
H  1.488690  1.135981  2.019052  0.1015
H  0.576848  0.386564  3.406153  0.0994
O  0.423202  0.998757  -0.452119  -0.2307

Forces on atoms 1 to 6 (eV/Å):
0.4329 -0.2793 1.0197
0.5056 -0.2638 -0.2403
-0.0480 0.5451 0.6486
-0.1823 -0.3045 -1.0083
-0.2283 0.1762 -0.5909
0.4657 -0.5057 0.5784

Among the records above, which one has the highest electronic energy?
C4H6N4

Look up the electronic energy of the first one.
-52884.4431 eV